Record 1
{"formula": "C5H8O", "method": "ωB97M-V with the def2-TZVPD basis set", "symbols": ["H", "O", "C", "C", "C", "C", "H", "H", "H", "C", "H", "H", "H", "H"], "positions_angstrom": [[1.213612, 1.223477, -1.309750], [-0.268439, 1.382604, 1.669835], [0.132755, 1.151814, 0.543316], [-0.977691, -0.013240, -0.344962], [-0.778563, -1.479282, 0.018981], [1.111345, 1.601404, -0.299109], [1.336760, -1.088639, -0.545097], [-1.883211, 0.435266, 0.085870], [-0.934644, -2.185222, -0.794715], [0.591207, -1.008928, 0.247430], [-0.887910, 0.173056, -1.415067], [0.980348, -0.902801, 1.260183], [-1.310516, -1.780995, 0.919106], [1.680993, 2.489973, -0.026855]], "forces_ev_per_angstrom": [[-0.06, 0.01, 0.25], [0.08, -0.26, -0.34], [0.32, 0.24, 0.04], [0.13, -0.07, -0.11], [-0.03, -0.29, 0.09], [-0.05, 0.10, -0.02], [-0.37, 0.16, 0.24], [0.56, -0.16, 0.01], [0.05, 0.09, 0.08], [-0.36, 0.28, -0.07], [0.08, -0.08, 0.29], [-0.24, 0.12, -0.34], [0.08, 0.05, -0.11], [-0.19, -0.19, -0.01]], "energy_ha": -270.38932, "charge": 0, "e_above_lowest_kj_mol": 442.6, "largest_force_ha_per_bohr": 0.0113, "lumo_energy_ev": -0.329, "multiplicity": 1}

***

Record 2
{"formula": "C3H10InO4PS", "method": "ωB97M-V with the def2-TZVPD basis set", "symbols": ["C", "H", "P", "H", "O", "H", "O", "C", "In", "H", "H", "S", "H", "H", "O", "O", "H", "H", "C", "H"], "positions_angstrom": [[0.089525, 1.121858, 0.908962], [-1.898017, 0.234724, 0.837860], [0.034728, 1.645326, -1.657167], [-1.515593, -1.783527, -0.276453], [-1.242167, 0.847148, -0.975430], [0.105450, -1.371024, -0.851249], [1.550432, -2.201011, 1.306463], [-0.596924, -1.253157, -0.019289], [3.398137, -1.025905, 2.284736], [0.667533, 0.557911, -2.410766], [-0.763884, 1.410258, -2.919738], [0.087676, -2.312814, 1.255486], [1.296543, 2.260198, -2.135661], [0.810755, 0.540195, 1.483375], [0.740694, 1.762410, -0.172090], [-0.449220, -3.603724, 1.003681], [-0.400632, 1.862191, 1.539059], [-0.527359, 2.966684, -1.889884], [-0.977057, 0.206554, 0.256088], [-0.410620, -1.864294, 2.432017]], "forces_ev_per_angstrom": [[-0.36, -0.06, -0.14], [0.04, 0.02, 0.04], [-0.26, -0.40, 3.85], [0.09, -0.05, -0.17], [-0.07, -0.11, -0.59], [0.04, 0.00, 0.05], [-0.38, 0.83, 0.10], [-0.14, 0.17, -0.06], [0.44, -0.12, 0.17], [-0.18, 0.90, -1.37], [0.03, -0.17, -0.29], [-0.20, -1.16, -0.36], [-0.07, 0.01, -0.10], [0.05, 0.13, 0.01], [0.48, -0.19, -0.42], [0.02, 0.04, 0.14], [0.16, 0.05, 0.05], [0.27, -0.25, -1.34], [-0.03, 0.11, 0.40], [0.09, 0.29, 0.03]], "energy_ha": -1350.06767, "charge": 2, "largest_force_ha_per_bohr": 0.0754, "lumo_energy_ev": -11.930, "multiplicity": 1}

***

Record 3
{"formula": "C12H13N5OS", "method": "ωB97M-V with the def2-TZVPD basis set", "symbols": ["C", "N", "C", "C", "H", "H", "C", "H", "H", "H", "C", "C", "N", "H", "H", "C", "C", "S", "H", "N", "H", "H", "H", "C", "N", "C", "H", "N", "C", "C", "O", "H"], "positions_angstrom": [[1.590286, 0.693453, -1.735590], [-1.706998, -0.221850, 0.870269], [2.465726, 3.311865, -1.934992], [-2.478387, -2.426084, 1.386286], [0.273978, 2.357334, 1.224133], [-2.650941, 0.107597, 1.048643], [2.201577, 1.303114, -0.634528], [1.279349, -0.339625, -1.666835], [-1.480604, 2.346689, 0.954756], [3.140950, 3.084511, 0.085822], [0.506746, -0.446781, 0.931999], [-0.541489, 0.453212, 0.778843], [-1.455250, -1.545143, 1.104002], [0.979348, 0.899346, -3.764839], [1.475055, 4.510832, -4.128318], [-0.530622, 1.927598, 0.630758], [1.686741, 3.460632, -4.317588], [-4.030071, -1.866307, 1.459149], [-2.802378, -4.370857, 1.836071], [1.850228, -0.230429, 1.096602], [2.804000, 4.335229, -2.012595], [0.881430, 3.037866, -4.913647], [-0.359743, 2.207093, -0.410243], [-0.064545, -1.756806, 1.173430], [-2.107682, -3.691832, 1.578372], [1.437579, 1.389377, -2.917404], [2.605147, 3.405329, -4.903093], [2.538714, 0.599926, 0.507282], [1.855238, 2.710161, -3.033161], [2.659832, 2.618760, -0.760544], [0.430448, -2.856511, 1.343154], [-1.111268, -3.907669, 1.577983]], "forces_ev_per_angstrom": [[0.23, -0.07, 0.34], [0.13, 0.42, -0.17], [-0.13, -0.03, -0.16], [-0.33, -0.15, 0.01], [0.01, 0.00, 0.01], [0.09, -0.13, 0.04], [-0.69, 0.65, -1.35], [-0.03, -0.05, 0.00], [-0.04, 0.06, 0.04], [0.13, 0.01, 0.08], [-1.38, 0.29, -0.58], [0.13, -0.61, 0.23], [0.25, -0.17, 0.06], [-0.04, -0.04, -0.09], [-0.03, 0.07, -0.05], [-0.10, 0.00, -0.05], [0.09, -0.01, -0.04], [-0.53, 0.04, 0.04], [-0.06, 0.17, -0.02], [0.67, -0.49, 0.84], [0.03, 0.11, 0.00], [-0.04, 0.03, -0.07], [0.03, 0.00, -0.01], [0.12, 0.13, -0.12], [0.46, 0.16, -0.03], [-0.04, 0.13, -0.01], [0.01, 0.04, -0.10], [1.19, -0.09, 0.79], [-0.02, 0.03, 0.08], [-0.19, -0.38, 0.24], [0.19, -0.11, 0.08], [-0.10, -0.01, -0.02]], "smiles": "Cc1ccc(/N=N\\c2c(C)[nH]n(C(N)=S)c2=O)cc1", "energy_ha": -1212.24283, "charge": 0, "e_above_lowest_kj_mol": 0.0, "largest_force_ha_per_bohr": 0.0321, "lumo_energy_ev": -0.082, "multiplicity": 1}

***

Record 4
{"formula": "C24H29FNOTl", "method": "ωB97M-V with the def2-TZVPD basis set", "symbols": ["C", "H", "C", "H", "H", "N", "C", "C", "H", "H", "C", "H", "H", "C", "H", "C", "H", "C", "H", "C", "H", "H", "C", "H", "C", "C", "H", "H", "O", "C", "C", "H", "H", "H", "H", "H", "C", "C", "C", "H", "C", "H", "H", "H", "C", "F", "C", "Tl", "H", "C", "C", "H", "H", "C", "H", "H", "C"], "positions_angstrom": [[-2.674543, -2.710572, -3.281595], [4.904908, -1.594645, -2.375780], [1.143684, 1.146253, 3.244660], [-3.280661, 2.593535, -2.771744], [3.570993, 3.014934, 1.609196], [-0.976379, -1.787393, -1.892325], [2.776576, 2.267916, 1.684225], [3.024128, -0.898724, -1.535928], [2.008417, 2.516158, 0.945765], [2.613148, -0.405338, 3.032868], [-0.208726, 1.380788, 3.459330], [1.006898, -2.254096, 3.162182], [1.207642, 1.656165, -2.761013], [-0.455866, -3.581281, -3.387447], [1.271501, 3.702574, 4.465140], [2.013960, 0.934421, -2.640907], [2.408735, 4.391742, 3.300010], [1.556149, -0.184333, 3.156247], [-2.801526, -0.436666, -0.805590], [2.172971, 2.258692, 3.097354], [-2.775303, 0.290976, -3.642238], [2.978302, 2.039080, 3.805157], [4.084627, -0.888609, -2.440888], [-2.088693, -4.323106, -4.570343], [-1.691541, -2.129808, 3.557521], [-2.905549, 1.776557, -2.152838], [-1.788163, -2.451401, 4.599159], [3.056791, -1.646387, -0.742852], [-1.476511, 1.783028, -2.135695], [-0.105506, -2.649804, -2.428249], [0.650811, -1.230406, 3.241295], [-2.682684, -1.833780, 3.209500], [-1.365852, -2.993719, 2.974907], [-1.166139, 2.679340, -1.981238], [3.194913, 1.298732, 1.405353], [3.083123, 1.710139, -4.366198], [-2.245967, -1.802870, -2.317776], [1.625771, 3.642057, 3.433287], [-1.116566, 0.330072, 3.554188], [0.919946, -2.565318, -2.078252], [-3.351913, 0.454003, -2.728349], [-4.398794, 0.554110, -3.022495], [-3.301597, 1.900347, -1.140264], [-2.169602, 0.549217, 3.711111], [1.956745, 0.001647, -1.599916], [5.088544, 0.081474, -4.331730], [4.073402, 0.058038, -3.443028], [0.096780, 0.044230, -0.106824], [0.799049, 3.907963, 2.767837], [-3.188299, -0.760717, -1.771065], [-1.772216, -3.610834, -3.818657], [-3.708232, -2.698727, -3.608732], [-4.164810, -1.213786, -1.597440], [-0.708052, -0.990758, 3.440090], [0.285876, -4.260050, -3.789112], [-0.577730, 2.396563, 3.548556], [3.055229, 0.979376, -3.565831]], "forces_ev_per_angstrom": [[-0.06, -0.04, -0.05], [-0.03, 0.04, -0.01], [0.08, 0.01, 0.02], [0.01, 0.06, -0.05], [-0.04, -0.04, 0.01], [-0.07, -0.03, -0.23], [-0.05, -0.05, 0.06], [0.06, -0.02, 0.13], [0.02, 0.00, 0.01], [-0.07, 0.01, -0.06], [-0.10, 0.03, -0.04], [-0.02, 0.07, 0.00], [0.04, -0.01, -0.02], [0.04, -0.06, -0.03], [-0.02, -0.01, -0.06], [-0.05, 0.01, -0.04], [-0.04, -0.02, 0.02], [0.07, -0.02, 0.03], [0.00, 0.09, 0.06], [-0.08, -0.02, -0.08], [-0.07, -0.03, -0.02], [0.05, -0.02, 0.00], [-0.04, -0.04, 0.06], [-0.01, 0.01, 0.01], [0.08, 0.07, 0.03], [0.16, -0.09, 0.07], [0.00, 0.01, -0.07], [0.00, 0.02, -0.04], [0.02, -0.04, 0.02], [-0.05, 0.14, 0.14], [0.04, -0.03, 0.05], [0.05, -0.01, 0.00], [-0.02, 0.05, 0.02], [0.00, 0.05, 0.08], [-0.03, 0.04, 0.02], [0.01, -0.04, 0.02], [0.16, 0.02, 0.04], [0.03, 0.02, 0.01], [-0.04, 0.04, 0.02], [-0.10, -0.01, -0.03], [-0.07, -0.20, -0.01], [0.01, -0.04, 0.00], [0.00, 0.06, 0.06], [0.09, -0.01, -0.02], [-0.06, 0.01, 0.01], [0.22, 0.01, -0.19], [-0.17, -0.02, 0.14], [-0.02, 0.09, -0.09], [0.06, 0.01, 0.03], [0.14, 0.08, -0.16], [-0.04, -0.01, -0.03], [0.05, 0.00, 0.03], [0.01, -0.04, 0.01], [-0.03, -0.06, 0.01], [-0.03, 0.05, 0.03], [0.02, -0.09, -0.01], [-0.08, 0.05, 0.05]], "energy_ha": -1334.23396, "charge": 0, "e_above_lowest_kj_mol": 20.0, "largest_force_ha_per_bohr": 0.0056, "lumo_energy_ev": 0.398, "multiplicity": 1}

***

Number 1: HOMO-LUMO gap 7.500 eV. Number 2: HOMO-LUMO gap 6.046 eV. Number 3: HOMO-LUMO gap 7.900 eV. Number 4: HOMO-LUMO gap 7.174 eV.